(1)
Below is the molecule C15H21N3O6, with properties calculated with the ωB97M-V functional and the def2-TZVPD basis.

Values from the calculation:
E_tot ... -32647.6666 eV
Highest occupied orbital energy ... -6.6 eV
Charge ... 0
Frontier orbital gap ... 5.153 eV
LUMO ... -1.483 eV
Relative energy (zero: lowest compared OMol25 entry of this formula, charge and spin) ... 451.31 kJ/mol
Max |F| ... 0.0696 hartree/bohr

Last column: Mulliken charge in e.
Cartesian coordinates (Å):
C: -1.860 -5.372 0.671  -0.214
C: -1.614 -7.091 4.621  -0.161
H: -0.790 -8.595 3.277  0.411
C: 5.135 -4.879 2.668  -0.152
H: -1.291 -7.302 -0.080  0.282
O: -0.430 -5.147 0.945  -0.200
O: 3.036 -2.991 0.564  -0.175
C: 4.182 -2.341 -0.053  -0.053
C: 2.847 -5.208 2.914  0.296
O: 3.845 -4.318 3.058  -0.179
H: 6.217 -3.767 4.114  0.324
H: 5.105 -5.112 1.593  0.207
H: 3.804 -3.243 -1.981  0.296
C: -0.271 -4.091 1.751  0.102
H: 5.747 -2.814 2.694  0.279
H: 3.889 -1.316 -0.347  0.340
C: 2.669 -2.321 1.692  0.529
H: -2.302 -4.423 0.345  0.355
N: 1.146 -3.953 2.088  1.183
C: -1.374 -5.845 5.205  -0.671
H: 5.462 -2.676 -1.711  0.396
O: 3.009 -6.341 2.482  -0.661
H: 7.086 -4.002 2.583  0.379
H: 0.027 -4.155 5.229  0.393
H: -1.370 -6.033 -1.307  0.297
C: 1.535 -4.598 3.292  -0.248
H: -2.525 -7.639 4.866  0.407
H: -2.348 -5.712 1.594  0.250
H: 5.314 -5.792 3.253  0.410
H: -2.876 -6.723 -0.673  0.404
C: 6.104 -3.797 3.023  -1.249
O: 3.382 -1.448 2.203  -0.691
H: 4.919 -4.169 -0.934  0.247
C: -1.855 -6.420 -0.404  -1.228
N: 1.421 -2.617 2.219  -1.285
O: -1.179 -3.420 2.191  -0.551
H: 1.714 -3.840 4.055  0.272
N: 0.510 -5.546 3.791  0.327
H: -2.028 -5.405 5.955  0.422
C: 0.356 -6.796 3.281  0.091
H: 4.989 -2.279 0.694  0.131
C: -0.696 -7.597 3.703  -0.812
C: 4.604 -3.165 -1.238  -1.227
H: 1.096 -7.118 2.551  0.558
C: -0.263 -5.121 4.817  0.169



(2)
Below is a cluster of 2 separate species, C15H21N3O7S in total, with properties calculated with the ωB97M-V functional and the def2-TZVPD basis.

Values from the calculation:
E_tot ... -45524.7015 eV
Highest occupied orbital energy ... 1.8 eV
Charge ... -2
Frontier orbital gap ... 1.331 eV
LUMO ... 3.112 eV
Max |F| ... 0.0590 hartree/bohr

Last column: Mulliken charge in e.
Cartesian coordinates (Å):
H: 0.316 1.857 -2.964  0.424
H: -0.561 -1.592 1.226  0.347
C: -1.638 -1.196 -0.649  -0.755
H: -2.768 0.720 3.340  0.305
H: -1.573 -0.068 -0.618  0.433
C: -4.701 2.640 0.609  0.587
H: -2.610 -1.558 -1.077  0.335
O: 5.011 -2.214 -0.933  -0.397
H: -2.400 -0.947 3.901  0.202
H: -0.316 0.924 2.380  0.197
C: 2.697 -0.620 -2.696  0.540
C: 4.074 -2.079 -1.609  0.607
H: 1.553 1.359 4.698  0.228
C: 1.360 1.548 -2.654  -0.933
H: 1.323 -0.458 4.687  0.285
H: -0.777 0.043 -2.642  0.552
H: 0.846 0.508 6.141  0.236
C: -0.650 0.231 3.202  -0.060
H: -2.904 0.239 1.006  0.027
C: 1.367 0.039 -2.123  2.088
H: -0.022 -0.709 3.078  0.232
C: -2.155 -0.200 3.086  -0.801
O: 2.376 3.497 -2.135  -0.503
O: -4.975 1.703 -0.238  -0.766
C: -1.632 -1.638 0.897  -0.652
C: 0.871 0.519 5.008  -0.624
C: 0.045 -0.726 -2.542  -1.479
N: 4.754 1.061 -2.068  -0.540
C: -0.446 -1.819 -1.493  -0.797
S: 2.710 -0.818 -4.550  -0.133
H: 2.007 1.703 -3.559  0.328
C: -2.614 -0.647 1.649  -0.151
N: 2.932 -1.977 -2.108  -0.546
H: 3.300 3.277 -2.392  0.327
C: 3.943 0.300 -2.358  -0.140
H: 0.378 -2.265 -0.880  0.452
O: 1.782 2.395 -1.565  -0.077
H: -3.584 -1.216 1.794  0.296
H: 0.123 -1.195 -3.568  0.395
O: -4.296 2.162 1.736  -0.715
C: 1.492 0.148 -0.561  -0.627
N: 1.555 -0.100 0.555  -0.430
H: -0.895 -2.672 -2.089  0.435
O: -4.811 3.870 0.360  -0.794
O: -0.447 0.748 4.531  -0.345
H: -1.945 -2.719 0.928  0.245
H: 2.232 -2.070 -4.852  0.158



(3)
Below is the molecule C15H21N5O3S, with properties calculated with the ωB97M-V functional and the def2-TZVPD basis.

Values from the calculation:
E_tot ... -40321.0834 eV
SMILES ... CCCN(CC1CC1)S(=O)(=O)c1ccc(-n2cnnn2)c(OC)c1
Highest occupied orbital energy ... -9.3 eV
Charge ... 0
Frontier orbital gap ... 9.315 eV
LUMO ... -0.003 eV
Relative energy (zero: lowest compared OMol25 entry of this formula, charge and spin) ... 539.32 kJ/mol
Max |F| ... 0.0302 hartree/bohr

Last column: Mulliken charge in e.
Cartesian coordinates (Å):
C: -2.164 -0.140 -1.136  -0.830
C: 0.531 -2.097 0.669  0.101
H: 0.768 -4.299 0.505  0.261
H: -0.107 -3.770 1.994  0.288
C: 2.994 0.131 -1.012  -1.242
C: -4.362 2.446 2.401  -0.024
C: -0.899 0.305 -0.814  -0.315
H: -4.233 -0.079 -0.548  0.513
H: 2.630 -2.013 0.257  0.533
C: 4.997 0.176 -2.540  -1.435
H: -2.299 -0.785 -1.987  0.513
H: 5.676 0.201 -1.690  0.340
O: -1.596 2.352 2.150  -0.426
N: 1.695 -0.439 -0.701  0.205
H: 0.448 -1.375 1.472  0.337
H: 1.619 -2.497 -1.129  0.408
H: 0.358 1.962 2.737  0.345
C: -3.022 1.088 0.748  0.177
H: -0.786 -2.911 -0.911  0.219
C: -0.673 1.142 0.259  -0.308
N: -6.104 1.269 2.250  -0.497
O: 0.195 -1.254 -2.640  -0.690
N: -5.278 0.728 1.467  -0.369
H: 0.136 3.413 1.716  0.380
H: 3.935 -1.589 -1.916  0.286
H: 3.029 -0.558 -3.031  0.298
H: 4.780 1.199 -2.838  0.342
C: -1.729 1.548 1.067  0.821
H: -0.446 3.406 3.400  0.247
S: 0.510 -0.101 -1.846  1.317
N: -4.135 1.436 1.520  0.402
C: -0.305 2.800 2.507  -0.922
O: 0.875 1.110 -2.523  -0.747
H: -1.674 -2.388 0.576  0.215
H: 5.497 -0.324 -3.365  0.390
C: 0.192 -3.525 0.987  -0.756
H: 3.605 0.092 -0.104  0.601
C: 3.710 -0.553 -2.178  0.104
C: -0.736 -2.704 0.146  -0.562
N: -5.584 2.337 2.846  -0.362
H: 0.340 1.457 0.445  0.458
C: 1.686 -1.826 -0.265  -1.073
C: -3.228 0.253 -0.344  -0.392
H: 2.810 1.175 -1.270  0.376
H: -3.657 3.200 2.668  0.473



(4)
Below is the molecule C15H21NO4, with properties calculated with the ωB97M-V functional and the def2-TZVPD basis.

Values from the calculation:
E_tot ... -25576.5304 eV
SMILES ... CCOC(=O)CCN[C@H](C(=O)OCC)c1ccccc1
Highest occupied orbital energy ... -8.7 eV
Charge ... 0
Frontier orbital gap ... 9.565 eV
LUMO ... 0.832 eV
Relative energy (zero: lowest compared OMol25 entry of this formula, charge and spin) ... 82.47 kJ/mol
Max |F| ... 0.0114 hartree/bohr

Last column: Mulliken charge in e.
Cartesian coordinates (Å):
H: -0.261 1.378 -1.508  0.127
H: -2.452 1.678 0.607  0.430
O: 0.593 1.482 1.188  -0.605
O: -0.864 -2.589 1.167  -0.252
H: -2.915 -4.274 1.776  0.306
C: 1.847 5.424 1.074  -1.232
C: 2.514 -0.869 -2.552  -0.345
H: 1.092 -1.052 0.506  0.390
H: 2.252 5.582 0.078  0.313
H: 1.128 3.770 2.284  0.300
C: -1.376 -2.591 -0.059  -0.296
O: 0.596 3.536 0.305  -0.316
H: -2.125 -1.179 -1.458  0.709
C: -0.811 -3.841 1.854  -0.359
H: 1.449 -0.932 -4.408  0.401
C: -1.977 1.121 -0.207  -0.978
C: 0.017 -1.088 -1.347  0.127
H: 2.571 5.760 1.810  0.389
H: -0.012 -3.728 2.589  0.318
C: 1.169 -1.023 -0.570  0.220
H: 3.484 -0.780 -3.020  0.409
H: 0.937 6.009 1.175  0.315
H: -0.553 -4.627 1.137  0.360
H: 3.296 -0.849 -0.559  0.405
C: 0.201 2.263 0.357  0.554
H: -2.708 1.010 -1.013  0.361
C: -0.784 1.951 -0.739  -0.086
O: -1.756 -3.574 -0.640  -0.623
H: -2.051 -5.078 3.095  0.403
C: -1.348 -1.198 -0.685  -0.132
C: 2.409 -0.906 -1.172  -0.965
C: 1.373 -0.953 -3.331  -0.665
N: -1.670 -0.189 0.304  -0.245
H: 2.451 3.341 1.185  0.300
C: 1.548 3.953 1.289  -0.218
H: -2.418 -3.348 3.200  0.296
H: -1.135 2.887 -1.174  0.366
H: -0.759 -1.129 -3.342  0.374
H: -0.942 -0.130 1.009  0.333
C: 0.130 -1.063 -2.732  -0.049
C: -2.139 -4.155 2.528  -1.139



Among the records above, which one has the highest frontier orbital gap?
C15H21NO4



Please write out number 4 again, unchanged.
Below is the molecule C15H21NO4, with properties calculated with the ωB97M-V functional and the def2-TZVPD basis.

Values from the calculation:
E_tot ... -25576.5304 eV
SMILES ... CCOC(=O)CCN[C@H](C(=O)OCC)c1ccccc1
Highest occupied orbital energy ... -8.7 eV
Charge ... 0
Frontier orbital gap ... 9.565 eV
LUMO ... 0.832 eV
Relative energy (zero: lowest compared OMol25 entry of this formula, charge and spin) ... 82.47 kJ/mol
Max |F| ... 0.0114 hartree/bohr

Last column: Mulliken charge in e.
Cartesian coordinates (Å):
H: -0.261 1.378 -1.508  0.127
H: -2.452 1.678 0.607  0.430
O: 0.593 1.482 1.188  -0.605
O: -0.864 -2.589 1.167  -0.252
H: -2.915 -4.274 1.776  0.306
C: 1.847 5.424 1.074  -1.232
C: 2.514 -0.869 -2.552  -0.345
H: 1.092 -1.052 0.506  0.390
H: 2.252 5.582 0.078  0.313
H: 1.128 3.770 2.284  0.300
C: -1.376 -2.591 -0.059  -0.296
O: 0.596 3.536 0.305  -0.316
H: -2.125 -1.179 -1.458  0.709
C: -0.811 -3.841 1.854  -0.359
H: 1.449 -0.932 -4.408  0.401
C: -1.977 1.121 -0.207  -0.978
C: 0.017 -1.088 -1.347  0.127
H: 2.571 5.760 1.810  0.389
H: -0.012 -3.728 2.589  0.318
C: 1.169 -1.023 -0.570  0.220
H: 3.484 -0.780 -3.020  0.409
H: 0.937 6.009 1.175  0.315
H: -0.553 -4.627 1.137  0.360
H: 3.296 -0.849 -0.559  0.405
C: 0.201 2.263 0.357  0.554
H: -2.708 1.010 -1.013  0.361
C: -0.784 1.951 -0.739  -0.086
O: -1.756 -3.574 -0.640  -0.623
H: -2.051 -5.078 3.095  0.403
C: -1.348 -1.198 -0.685  -0.132
C: 2.409 -0.906 -1.172  -0.965
C: 1.373 -0.953 -3.331  -0.665
N: -1.670 -0.189 0.304  -0.245
H: 2.451 3.341 1.185  0.300
C: 1.548 3.953 1.289  -0.218
H: -2.418 -3.348 3.200  0.296
H: -1.135 2.887 -1.174  0.366
H: -0.759 -1.129 -3.342  0.374
H: -0.942 -0.130 1.009  0.333
C: 0.130 -1.063 -2.732  -0.049
C: -2.139 -4.155 2.528  -1.139